No. 1
{
  "formula": "C4H11NO2",
  "method": "wB97M-V/def2-TZVPD",
  "relative_energy_kcal_mol": 10.5,
  "total_energy_ha": -364.2515,
  "elements": ["C", "C", "O", "O", "H", "H", "H", "H", "C", "C", "N", "H", "H", "H", "H", "H", "H", "H"],
  "positions_angstrom": [[0.6698, 3.0983, 0.2954], [-0.3691, 2.0170, 0.1043], [-1.1805, 1.9415, -0.7769], [-0.2263, 1.0680, 1.0508], [0.2596, 3.8254, 0.9860], [0.9512, 3.5631, -0.6499], [1.5310, 2.6702, 0.8052], [-0.3705, 0.1202, 0.8307], [0.9838, -2.0736, -0.0223], [-0.2960, -1.7466, -0.7849], [-1.3751, -1.3598, 0.1485], [0.8247, -2.6874, 0.8628], [1.4498, -1.1325, 0.2477], [1.6572, -2.6053, -0.6995], [-0.1450, -0.8768, -1.4216], [-0.5859, -2.5730, -1.4410], [-2.2195, -1.1777, -0.3778], [-1.5592, -2.0712, 0.8427]],
  "forces_ev_per_angstrom": [[-0.17, -0.15, 0.19], [0.40, -1.10, -0.12], [-0.04, 0.27, -0.28], [1.08, 0.33, 0.83], [-0.10, 0.41, -0.02], [-0.21, -0.01, 0.15], [0.04, 0.01, -0.20], [-1.34, 0.43, -0.53], [-0.07, 0.16, -0.78], [-0.49, -0.26, 0.38], [0.61, -0.01, -0.20], [-0.12, 0.00, 0.00], [0.28, 0.00, 0.36], [0.09, 0.05, 0.19], [0.17, 0.00, -0.15], [0.00, -0.09, 0.07], [-0.10, 0.16, 0.22], [-0.05, -0.20, -0.12]],
  "mulliken_charge": [-0.928, 0.708, -0.559, -0.539, 0.263, 0.306, 0.298, 0.426, -0.953, -0.413, -0.558, 0.277, 0.307, 0.314, 0.259, 0.397, 0.200, 0.195]
}

=====

No. 2
{
  "formula": "C37H28N6O5PSn",
  "method": "wB97M-V/def2-TZVPD",
  "charge": 3,
  "relative_energy_kcal_mol": 0.0,
  "total_energy_ha": -2685.8891,
  "elements": ["Sn", "O", "N", "N", "O", "C", "C", "C", "C", "C", "C", "H", "H", "H", "H", "H", "O", "N", "C", "C", "C", "C", "C", "C", "C", "P", "C", "C", "C", "C", "C", "C", "C", "C", "C", "C", "C", "C", "H", "H", "H", "H", "H", "H", "H", "H", "H", "H", "H", "H", "H", "H", "H", "H", "O", "N", "O", "C", "C", "C", "C", "C", "C", "N", "C", "C", "N", "C", "C", "C", "C", "H", "H", "H", "H", "H", "H", "H"],
  "positions_angstrom": [[-15.9704, 8.7137, -10.9867], [-17.5499, 10.3895, -10.4636], [-18.0791, 11.2189, -11.2664], [-17.6251, 11.1828, -12.5077], [-16.6545, 10.4001, -12.7511], [-18.3038, 11.9766, -13.4237], [-19.4259, 12.7562, -13.0040], [-20.1414, 13.4429, -13.9401], [-19.8001, 13.4379, -15.2938], [-18.7231, 12.6504, -15.7328], [-17.9711, 11.9334, -14.8274], [-19.7077, 12.8768, -11.9558], [-20.9660, 14.0403, -13.6437], [-20.3333, 14.0210, -16.0148], [-18.5040, 12.6152, -16.7731], [-17.1573, 11.2749, -15.1761], [-18.9314, 8.2004, -10.4227], [-17.9335, 7.6428, -11.2272], [-18.3892, 6.5726, -11.8153], [-17.8043, 5.6514, -12.7010], [-18.4733, 4.4283, -12.8152], [-18.1249, 3.4829, -13.7102], [-17.1728, 3.7526, -14.6480], [-16.5333, 5.0053, -14.6287], [-16.7057, 5.9011, -13.5925], [-15.5574, 7.2845, -13.5380], [-13.8874, 6.5685, -13.6283], [-13.0917, 6.4885, -12.4569], [-11.8378, 5.9463, -12.4999], [-11.2804, 5.5299, -13.6894], [-12.0475, 5.5647, -14.8402], [-13.4164, 5.9510, -14.7927], [-15.7407, 8.2307, -15.0343], [-14.5800, 9.0106, -15.4446], [-14.5985, 9.4950, -16.7280], [-15.7216, 9.4415, -17.5620], [-16.8449, 8.7409, -17.1108], [-16.8798, 8.2003, -15.8204], [-18.6255, 9.1732, -10.3608], [-19.3654, 6.2212, -11.4254], [-19.3081, 4.2230, -12.1544], [-18.6948, 2.5699, -13.7636], [-16.7891, 3.0336, -15.3542], [-15.8729, 5.2591, -15.4852], [-13.4473, 6.9419, -11.5218], [-11.2412, 5.9091, -11.5864], [-10.2459, 5.1708, -13.6918], [-11.6611, 5.2226, -15.8264], [-13.9887, 5.9628, -15.7171], [-13.7787, 9.1875, -14.7721], [-13.6971, 9.9692, -17.0752], [-15.6961, 9.8753, -18.5587], [-17.6927, 8.5358, -17.7799], [-17.8079, 7.7360, -15.4944], [-13.2025, 6.8507, -3.7569], [-13.8130, 7.7600, -4.2781], [-14.0658, 8.8505, -3.7275], [-14.3425, 7.4890, -5.5659], [-14.4011, 6.1542, -5.9800], [-14.6661, 5.8577, -7.3528], [-14.4495, 4.5153, -7.8682], [-14.7515, 4.3248, -9.1950], [-15.1722, 5.3796, -10.0204], [-15.3411, 6.6444, -9.5714], [-15.1238, 6.8939, -8.2822], [-15.2514, 8.2369, -7.7220], [-15.9057, 9.1347, -8.5061], [-16.0424, 10.4023, -8.0239], [-15.5763, 10.7937, -6.7729], [-14.8627, 9.9211, -6.0078], [-14.8364, 8.5879, -6.4028], [-14.1241, 5.3423, -5.3073], [-14.0643, 3.6978, -7.2617], [-14.6392, 3.3199, -9.6428], [-15.4234, 5.2449, -11.0876], [-16.4748, 11.0972, -8.7047], [-15.7581, 11.8682, -6.5282], [-14.2933, 10.2324, -5.1166]],
  "forces_ev_per_angstrom": [[0.57, -0.65, 0.56], [-0.04, 0.91, -1.43], [-0.88, 0.32, 1.41], [1.15, -1.16, 0.22], [-0.42, 0.41, -0.88], [-0.33, 0.18, -1.08], [0.16, 0.18, 0.58], [0.11, 0.15, -0.34], [0.63, -0.61, 0.29], [0.24, -0.22, 0.98], [0.34, -0.63, 0.30], [0.24, -0.30, -0.37], [-0.60, 0.40, 0.39], [-0.38, 0.28, -0.18], [0.28, -0.09, -0.60], [-0.42, 0.47, 0.34], [0.94, 1.58, 0.08], [-1.05, -0.66, -0.74], [-0.46, 0.82, 2.65], [1.69, -0.71, -1.56], [-0.74, 1.39, 1.39], [-0.25, -1.49, -1.05], [1.26, 0.90, -0.29], [0.78, -0.37, -0.90], [-1.52, -0.16, 0.23], [0.55, 0.05, -0.17], [0.11, -0.68, 0.99], [-1.21, 0.98, -0.22], [0.71, 0.06, 0.94], [0.43, -0.33, -0.43], [-1.19, -0.64, -1.10], [1.51, 1.01, -0.17], [1.38, 1.30, 0.30], [-2.63, -1.47, -0.31], [0.43, 0.92, -0.07], [-0.25, -1.02, 0.38], [-0.24, 0.17, -0.29], [-0.20, -0.11, -0.68], [-1.07, -1.90, 0.39], [0.30, 0.69, -0.34], [-0.03, 0.14, 0.00], [0.11, -0.29, 0.16], [-0.50, -0.16, -0.30], [-0.34, -0.37, 0.94], [0.13, -0.27, -0.40], [-0.18, 0.00, -0.26], [-0.44, 0.17, -0.19], [-0.18, 0.25, 0.99], [0.16, -0.03, 0.18], [0.79, -0.16, 0.28], [0.09, 0.33, -0.19], [0.05, -0.15, 0.18], [0.34, 0.46, 0.38], [0.31, -0.26, 0.02], [0.06, 0.47, -0.07], [-0.08, 0.71, 2.84], [0.52, -1.72, -0.79], [-0.89, -1.37, -2.44], [0.57, 2.12, 0.21], [-0.40, -0.56, -1.36], [-0.67, 2.08, 0.09], [0.11, -0.85, -0.94], [-0.46, 0.89, 0.21], [-0.27, -0.61, -0.85], [1.36, -1.15, 2.79], [-1.18, 0.05, -0.13], [0.72, 1.50, 0.05], [0.27, -1.91, -0.31], [-0.44, 1.77, -0.79], [0.40, 0.69, 0.75], [0.78, -2.18, -0.60], [0.01, 0.38, -0.11], [-0.16, 0.30, 0.06], [-0.07, 0.74, 0.25], [0.34, -0.20, 0.71], [-0.39, 0.42, -0.07], [0.49, -1.12, 0.08], [-0.83, -0.13, -0.60]],
  "mulliken_charge": [1.063, -0.262, -0.642, 1.074, -0.684, 0.422, -0.091, -0.719, -0.389, -0.631, 0.067, 0.450, 0.439, 0.468, 0.455, 0.293, -0.534, 0.444, -0.806, 0.914, -0.998, -0.914, -0.831, -0.438, 0.982, 1.343, 0.778, -0.313, -0.580, -0.628, -0.654, -0.416, 0.718, -0.938, -0.792, -0.539, -0.742, -0.591, 0.465, 0.458, 0.462, 0.464, 0.472, 0.236, 0.136, 0.457, 0.424, 0.412, 0.255, 0.629, 0.469, 0.518, 0.466, 0.522, -0.545, 0.998, -0.603, -0.071, -0.938, 1.027, -0.963, -0.970, -0.406, 0.199, 0.021, 0.284, -0.162, -0.288, -0.872, -0.417, 0.581, 0.517, 0.518, 0.467, 0.490, 0.599, 0.383, 0.530]
}